{
  "formula": "C44H58F2IrN7OPS2",
  "method": "ωB97M-V/def2-TZVPD",
  "e_homo_ev": [-9.454, -10.710],
  "spin_multiplicity": 5,
  "orbital_gap_ev": [7.2, 6.6],
  "e_tot_ev": -98274.265,
  "total_charge": 1,
  "elements": ["Ir", "C", "C", "C", "C", "N", "C", "C", "C", "C", "C", "C", "C", "H", "H", "H", "H", "H", "H", "H", "H", "F", "C", "F", "H", "C", "C", "N", "C", "C", "N", "C", "N", "N", "N", "C", "C", "C", "C", "C", "C", "H", "H", "H", "H", "H", "H", "H", "H", "H", "H", "H", "O", "P", "C", "C", "C", "C", "C", "C", "C", "C", "C", "C", "C", "C", "C", "C", "C", "C", "C", "C", "H", "H", "H", "H", "H", "H", "H", "H", "H", "H", "H", "H", "H", "H", "H", "H", "H", "H", "H", "H", "H", "H", "H", "H", "H", "H", "H", "H", "H", "H", "H", "H", "H", "S", "C", "N", "C", "C", "S", "H", "H", "H", "H", "H"],
  "coordinates": [[-1.365, -0.116, -0.010], [1.968, -1.273, 2.879], [1.811, -0.325, 3.880], [0.694, 0.489, 3.862], [-0.245, 0.359, 2.840], [-0.051, -0.535, 1.855], [1.011, -1.338, 1.889], [-1.500, 1.117, 2.771], [-1.987, 1.837, 3.864], [-3.211, 2.475, 3.789], [-3.988, 2.353, 2.644], [-3.514, 1.625, 1.562], [-2.253, 1.041, 1.589], [2.821, -1.936, 2.859], [2.546, -0.223, 4.667], [0.546, 1.225, 4.638], [1.088, -2.064, 1.089], [-1.424, 1.883, 4.787], [-3.572, 3.049, 4.632], [-4.958, 2.830, 2.591], [-4.140, 1.521, 0.685], [-3.424, -0.211, -2.191], [-2.683, -1.144, -1.490], [-1.957, -1.833, -2.433], [-3.406, -1.846, -1.069], [-0.969, -3.889, 0.179], [-1.885, -3.325, 1.210], [-2.308, -2.078, 1.253], [-3.175, -1.977, 2.317], [-3.279, -3.186, 2.921], [-2.458, -4.038, 2.213], [-2.275, -5.438, 2.546], [-1.750, -5.604, 3.867], [-2.530, -6.146, 4.840], [-1.876, -6.202, 5.924], [-0.613, -5.690, 5.716], [0.472, -5.540, 6.580], [1.621, -4.991, 6.057], [1.699, -4.587, 4.713], [0.635, -4.722, 3.847], [-0.521, -5.291, 4.375], [-0.642, -3.084, -0.477], [-1.481, -4.634, -0.433], [-0.093, -4.366, 0.622], [-3.663, -1.049, 2.559], [-3.849, -3.524, 3.770], [-1.619, -5.897, 1.808], [-3.239, -5.944, 2.541], [0.403, -5.853, 7.612], [2.491, -4.868, 6.687], [2.626, -4.163, 4.350], [0.699, -4.402, 2.815], [0.515, 0.254, -1.442], [1.516, 1.234, -2.022], [1.561, 2.830, -1.102], [2.729, 3.761, -1.502], [3.229, 4.566, -0.299], [2.041, 5.106, 0.494], [1.259, 3.951, 1.151], [1.481, 2.621, 0.416], [1.221, 1.769, -3.772], [-0.187, 2.317, -4.033], [-1.231, 1.203, -4.099], [-0.866, 0.159, -5.153], [0.522, -0.405, -4.862], [1.554, 0.721, -4.841], [3.237, 0.548, -2.099], [4.014, 0.695, -0.785], [3.526, -0.285, 0.277], [3.489, -1.742, -0.242], [4.037, -1.843, -1.662], [3.232, -0.928, -2.584], [0.621, 3.302, -1.395], [2.377, 4.459, -2.265], [3.563, 3.206, -1.939], [3.868, 5.380, -0.645], [3.836, 3.933, 0.355], [1.386, 5.662, -0.184], [2.383, 5.807, 1.256], [0.196, 4.189, 1.165], [1.571, 3.829, 2.191], [0.650, 1.948, 0.641], [2.392, 2.147, 0.785], [1.937, 2.597, -3.861], [-0.159, 2.843, -4.994], [-0.459, 3.050, -3.274], [-2.212, 1.624, -4.326], [-1.293, 0.719, -3.124], [-0.873, 0.620, -6.146], [-1.607, -0.642, -5.149], [0.798, -1.154, -5.607], [0.495, -0.897, -3.885], [1.546, 1.227, -5.812], [2.559, 0.324, -4.704], [3.728, 1.182, -2.845], [3.941, 1.714, -0.401], [5.071, 0.519, -0.994], [2.525, 0.020, 0.582], [4.170, -0.208, 1.155], [2.455, -2.097, -0.264], [4.047, -2.403, 0.425], [3.959, -2.870, -2.022], [5.095, -1.576, -1.686], [2.205, -1.304, -2.607], [3.631, -1.002, -3.595], [-2.419, 2.780, -1.044], [-3.118, 3.307, -2.449], [-3.889, 2.576, -3.252], [-4.254, 3.141, -4.540], [-4.166, 4.655, -4.379], [-2.928, 4.933, -3.062], [-3.960, 1.583, -3.073], [-5.266, 2.839, -4.806], [-3.568, 2.789, -5.317], [-5.108, 5.089, -4.051], [-3.835, 5.157, -5.284]],
  "forces_ev_per_a": [[-1.277, 0.293, 0.527], [-0.052, -0.085, 0.149], [-0.070, 0.007, -0.072], [-0.027, -0.007, 0.036], [0.142, -0.117, 0.072], [0.289, 0.140, -0.337], [-0.044, -0.163, 0.103], [-0.292, 0.215, -0.058], [0.146, -0.097, -0.006], [-0.071, 0.034, 0.027], [0.016, -0.093, 0.037], [-0.163, 0.000, -0.056], [0.733, -0.261, -0.434], [-0.013, -0.029, -0.027], [0.002, -0.006, 0.004], [0.012, 0.018, -0.008], [-0.038, 0.105, 0.037], [-0.002, 0.041, 0.001], [0.000, -0.018, 0.007], [-0.014, -0.029, 0.017], [0.068, 0.091, -0.038], [0.041, -0.035, 0.052], [0.346, -0.052, -0.036], [0.033, 0.036, 0.017], [0.083, 0.068, 0.140], [-0.042, -0.024, 0.064], [-0.068, 0.015, -0.047], [0.158, -0.099, -0.229], [-0.030, -0.005, 0.035], [-0.060, 0.058, 0.007], [-0.030, 0.069, 0.066], [-0.058, -0.038, 0.008], [0.237, 0.024, -0.044], [-0.079, 0.058, -0.109], [-0.025, -0.095, 0.297], [0.051, 0.182, -0.503], [-0.011, -0.030, 0.053], [0.028, -0.038, 0.149], [-0.064, 0.009, -0.131], [0.070, 0.058, -0.121], [-0.170, -0.165, 0.375], [0.018, -0.029, -0.026], [0.023, 0.014, -0.031], [0.014, 0.016, -0.007], [0.017, -0.010, 0.034], [0.022, 0.005, -0.001], [0.009, 0.049, -0.021], [0.033, -0.052, -0.043], [0.014, 0.003, 0.000], [-0.020, 0.004, 0.012], [0.002, 0.005, -0.006], [0.032, 0.003, 0.008], [-0.371, -0.179, 0.524], [0.520, 0.632, -0.506], [-0.082, -0.467, 0.006], [0.089, 0.026, -0.015], [-0.149, 0.061, -0.020], [0.065, -0.080, 0.069], [0.081, 0.024, -0.117], [-0.128, 0.017, 0.087], [0.034, -0.103, 0.208], [-0.071, -0.034, 0.112], [0.104, -0.030, -0.292], [0.053, -0.035, 0.233], [-0.034, 0.086, -0.123], [0.007, -0.166, 0.138], [-0.276, 0.118, 0.070], [-0.030, -0.058, 0.071], [0.027, -0.020, -0.169], [0.132, 0.073, -0.053], [-0.166, 0.039, 0.057], [0.084, -0.089, 0.075], [-0.159, 0.045, -0.006], [0.031, -0.032, -0.037], [-0.041, 0.057, -0.038], [0.029, -0.034, 0.009], [0.082, 0.033, -0.024], [0.033, 0.017, 0.014], [-0.054, 0.047, -0.027], [-0.098, -0.014, 0.009], [-0.018, 0.002, -0.017], [0.033, -0.060, 0.052], [-0.113, 0.020, 0.006], [0.009, -0.009, 0.022], [0.016, 0.043, 0.028], [-0.065, 0.081, 0.009], [0.393, -0.145, -0.003], [-0.080, 0.013, 0.003], [-0.022, -0.031, -0.036], [-0.008, 0.003, -0.057], [0.021, -0.012, 0.026], [-0.003, -0.079, -0.042], [0.023, 0.021, 0.009], [0.003, 0.046, -0.064], [-0.034, -0.058, -0.041], [0.120, -0.066, -0.069], [0.021, 0.045, -0.005], [0.103, 0.019, 0.012], [-0.057, 0.034, 0.045], [0.102, -0.038, -0.078], [-0.033, -0.020, 0.015], [0.037, 0.001, -0.011], [0.023, -0.046, -0.007], [0.036, -0.054, -0.058], [-0.058, 0.042, -0.013], [0.393, 0.107, 0.043], [-0.058, 0.019, -0.080], [-0.292, 0.162, 0.029], [-0.105, 0.061, -0.045], [0.117, 0.163, 0.253], [-0.078, -0.170, -0.093], [-0.023, 0.048, 0.083], [0.029, -0.033, -0.036], [0.004, 0.001, -0.001], [-0.029, -0.040, -0.032], [-0.037, -0.049, -0.048]]
}